[1]
Below is a cluster of 2 separate species, C2H5ClNO2S in total, with properties calculated with ωB97M-V/def2-TZVPD.

Lowest unoccupied orbital energy (spin up / spin down) ... 2.99 / 3.00 eV
DFT total energy ... -31096.1266 eV
Relative energy (zero: lowest compared OMol25 entry of this formula, charge and spin) ... 76.6 kcal per mole
Molar mass ... 142.59 Da
Net charge ... -1

The geometry in XYZ format:
```
12
C2H5ClNO2S, DFT ωB97M-V/def2-TZVPD
C 0.979 -0.480 -0.514
C 0.930 0.783 0.354
N -0.118 0.942 1.298
O -3.325 -0.925 2.570
O -3.540 -1.633 0.381
S -2.589 -1.377 1.438
Cl -0.080 -0.270 2.514
H 0.085 -0.533 -1.101
H 1.890 -0.521 -1.192
H 0.860 -1.196 0.235
H 1.905 1.031 0.879
H 0.915 1.616 -0.326
```

=====

[2]
Below is a cluster of 3 separate species, C14H27N4 in total, with properties calculated with ωB97M-V/def2-TZVPD.

Lowest unoccupied orbital energy ... -4.36 eV
DFT total energy ... -20909.1393 eV
Molar mass ... 251.40 Da
Net charge ... +1

The geometry in XYZ format:
```
45
C14H27N4, DFT ωB97M-V/def2-TZVPD
C -0.646 4.122 4.720
C -0.176 3.789 3.319
N -0.563 2.420 2.945
C 0.240 1.764 1.932
C 1.434 1.195 2.635
N 1.411 -0.085 2.675
C 0.307 -0.698 1.892
C -0.415 0.521 1.300
H -0.327 3.364 5.440
H -1.732 4.199 4.763
H -0.231 5.075 5.047
H 0.912 3.925 3.237
H -0.628 4.469 2.593
H -0.744 1.844 3.759
H 0.525 2.526 1.207
H 2.191 1.758 3.170
H 2.079 -0.635 3.203
H 0.735 -1.362 1.143
H -0.299 -1.294 2.573
H -0.307 0.526 0.218
H -1.475 0.514 1.543
C 3.829 -0.405 -3.426
C 3.336 0.463 -2.278
C 3.153 -0.334 -0.977
C 2.164 -1.406 -1.122
N 1.332 -2.175 -1.309
H 3.110 -1.190 -3.665
H 3.978 0.195 -4.322
H 4.780 -0.880 -3.180
H 2.388 0.937 -2.540
H 4.049 1.264 -2.074
H 2.831 0.324 -0.165
H 4.099 -0.788 -0.675
C -2.088 -2.505 -2.624
C -3.440 -2.782 -1.981
C -4.423 -3.450 -2.950
C -4.693 -2.601 -4.113
N -4.872 -1.930 -5.026
H -2.198 -1.845 -3.485
H -1.397 -2.040 -1.922
H -1.623 -3.430 -2.969
H -3.888 -1.854 -1.620
H -3.324 -3.439 -1.116
H -5.373 -3.668 -2.461
H -4.019 -4.398 -3.312
```

=====

[3]
Below is a cluster of 2 separate species, C2HNO in total, with properties calculated with ωB97M-V/def2-TZVPD.

Lowest unoccupied orbital energy ... 0.53 eV
DFT total energy ... -5625.9026 eV
Relative energy (zero: lowest compared OMol25 entry of this formula, charge and spin) ... 15.6 kcal per mole
Molar mass ... 55.04 Da
Net charge ... 0

The geometry in XYZ format:
```
5
C2HNO, DFT ωB97M-V/def2-TZVPD
C -0.611 -0.752 -0.093
C 0.561 1.030 0.556
N 0.176 -1.554 0.172
O 1.317 1.449 -0.208
H -1.442 -0.173 -0.426
```

=====

[4]
Below is the molecule CH5NP2, with properties calculated with ωB97M-V/def2-TZVPD.

Lowest unoccupied orbital energy ... -0.65 eV
DFT total energy ... -21183.4141 eV
Relative energy (zero: lowest compared OMol25 entry of this formula, charge and spin) ... 23.7 kcal per mole
Molar mass ... 93.01 Da
Net charge ... 0

The geometry in XYZ format:
```
9
CH5NP2, DFT ωB97M-V/def2-TZVPD
C 0.142 0.728 0.633
N 0.486 -0.618 -1.557
P -0.533 0.098 -2.468
P 1.332 -0.400 -0.101
H -0.055 1.469 -0.114
H 0.338 1.159 1.637
H -0.822 0.322 0.823
H -0.338 -0.686 -3.779
H 0.898 -1.818 0.766
```

=====

- molar mass of number 3 (C2HNO)?
  55.04 Da